16
Properties=species:S:1:pos:R:3:forces:R:3 method="wB97M-V/def2-TZVPD" orbital_gap_ev="8.67 / 8.73" homo_ha="-0.34701 / -0.34928" fmax_ev_per_a=0.67 relative_energy_kj_mol=599.2 total_energy_ev=-8863.002
C -0.033 -1.615 0.524 -0.034 -0.038 0.027
C 0.433 -0.283 -0.040 0.039 -0.033 0.055
C 0.061 1.633 2.175 -0.436 0.133 -0.082
C 1.180 -0.285 -1.385 0.339 -0.169 -0.004
O 0.103 0.477 -2.002 -0.091 0.053 -0.054
C -0.592 0.504 -0.822 -0.557 0.223 0.298
N -1.702 1.020 -0.531 0.456 -0.196 -0.238
H -0.509 -2.225 -0.251 0.068 0.097 0.093
H 0.809 -2.177 0.940 -0.106 0.085 -0.059
H -0.763 -1.454 1.323 0.107 -0.019 -0.116
H -0.899 1.109 2.381 0.247 0.031 0.021
H 0.927 0.322 0.740 -0.057 -0.103 -0.163
H -0.301 2.496 1.575 0.183 -0.126 0.115
H 1.286 -1.264 -1.862 -0.028 0.141 0.069
H 2.121 0.268 -1.426 -0.135 -0.068 0.006
H -2.122 1.477 -1.340 0.003 -0.012 0.032